A cluster of 2 separate species, C6H10 in total, computed with ωB97M-V/def2-TZVPD.

- frontier orbital gap (eV) = 8.846
- relative energy (zero: lowest compared OMol25 entry of this formula, charge and spin) (eV) = 5.036
- total energy (a.u.) = -234.417455
- LUMO energy (eV) = 1.02

Cartesian coordinates (Å):
C -0.336 0.080 -1.428
C -0.828 -0.047 -0.045
C -0.782 -1.479 0.470
C 0.345 1.239 1.366
C 1.429 0.959 0.532
C 2.043 0.584 -0.456
H -1.381 -0.352 -1.567
H 0.358 -0.650 -1.861
H -0.302 1.069 -1.888
H -1.692 0.564 0.161
H -0.415 -1.413 1.489
H -1.738 -2.024 0.483
H -0.066 -2.084 -0.103
H 0.071 2.308 1.423
H 0.308 0.764 2.352
H 2.986 0.481 -0.929

A cluster of 3 separate species, C6H10 in total, computed with ωB97M-V/def2-TZVPD.

- frontier orbital gap (alpha / beta) (eV) = 7.610 / 7.383
- relative energy (zero: lowest compared OMol25 entry of this formula, charge and spin) (eV) = 5.116
- total energy (a.u.) = -234.414504
- LUMO energy (alpha / beta) (eV) = -0.40 / -0.49

Cartesian coordinates (Å):
C -0.092 -1.323 -0.244
C -0.722 -0.753 1.042
C -0.916 0.712 0.807
C 0.129 1.364 0.251
C 1.247 0.824 -0.249
C 1.190 -0.594 -0.638
H -0.823 -1.225 -1.051
H 0.101 -2.394 -0.121
H -0.047 -0.919 1.884
H -1.667 -1.257 1.274
H -1.872 1.212 0.961
H -1.596 2.431 -1.099
H -0.578 2.346 -0.612
H 2.202 1.317 -0.353
H 2.051 -1.048 -0.157
H 1.392 -0.694 -1.693

An isolated molecule of C6H10, computed with ωB97M-V/def2-TZVPD.

- frontier orbital gap (eV) = 10.454
- relative energy (zero: lowest compared OMol25 entry of this formula, charge and spin) (eV) = 0.824
- total energy (a.u.) = -234.572215
- structure (SMILES) = C[C@@H]1C=CCC1
- LUMO energy (eV) = 1.16

Cartesian coordinates (Å):
C 0.600 1.790 0.096
C 0.848 0.274 0.262
C -0.278 -0.434 1.061
C -1.317 -0.978 0.039
C -0.404 -1.220 -1.201
C 0.742 -0.556 -1.042
H -0.289 1.900 -0.612
H 0.237 2.295 1.127
H 1.376 2.425 -0.404
H 1.839 0.026 0.709
H -0.647 0.294 1.770
H 0.202 -1.225 1.626
H -1.608 -1.994 0.453
H -2.184 -0.327 -0.145
H -0.723 -1.792 -2.008
H 1.606 -0.477 -1.729

An isolated molecule of C6H10, computed with ωB97M-V/def2-TZVPD.

- frontier orbital gap (eV) = 10.197
- relative energy (zero: lowest compared OMol25 entry of this formula, charge and spin) (eV) = 1.194
- total energy (a.u.) = -234.558637
- structure (SMILES) = C/C=C/C1CC1
- LUMO energy (eV) = 1.28

Cartesian coordinates (Å):
C -0.085 1.730 1.910
C 0.264 0.477 1.166
C 0.702 -0.709 -0.991
C -0.305 -1.802 -0.774
C -0.591 -0.724 -1.776
C 0.785 0.447 -0.058
H -1.180 1.807 1.946
H 0.288 2.619 1.392
H 0.269 1.739 2.946
H -0.051 -0.460 1.624
H 1.603 -0.979 -1.540
H -0.064 -2.788 -1.158
H -0.883 -1.819 0.146
H -1.307 0.041 -1.484
H -0.579 -0.957 -2.837
H 1.134 1.378 -0.512

An isolated molecule of C6H10, computed with ωB97M-V/def2-TZVPD.

- frontier orbital gap (eV) = 11.597
- relative energy (zero: lowest compared OMol25 entry of this formula, charge and spin) (eV) = 1.883
- total energy (a.u.) = -234.533311
- LUMO energy (eV) = 1.05

Cartesian coordinates (Å):
C 1.848 -0.025 0.345
C 0.346 -0.085 0.141
C -0.203 0.231 -1.251
C -1.467 0.089 -0.335
C -0.789 -1.170 0.243
C -0.701 0.909 0.717
H 2.126 1.037 0.386
H 2.389 -0.445 -0.515
H 2.216 -0.508 1.251
H 0.110 1.213 -1.627
H 0.025 -0.556 -1.984
H -2.540 0.188 -0.539
H -1.117 -1.479 1.243
H -0.764 -2.028 -0.440
H -0.554 1.971 0.489
H -1.000 0.764 1.762

A cluster of 2 separate species, C6H10 in total, computed with ωB97M-V/def2-TZVPD.

- frontier orbital gap (alpha / beta) (eV) = 7.925 / 7.744
- relative energy (zero: lowest compared OMol25 entry of this formula, charge and spin) (eV) = 4.273
- total energy (a.u.) = -234.445475
- LUMO energy (alpha / beta) (eV) = 0.06 / 0.19

Cartesian coordinates (Å):
C -0.060 -1.359 -0.256
C -0.809 -0.691 0.903
C -1.059 0.776 0.543
C 0.075 1.478 0.050
C 1.195 0.859 -0.364
C 1.264 -0.640 -0.564
H -0.725 -1.312 -1.126
H 0.132 -2.418 -0.049
H -0.177 -0.747 1.819
H -1.729 -1.226 1.159
H -1.893 1.287 0.987
H -1.651 1.973 -0.712
H -0.270 2.496 -0.249
H 2.082 1.440 -0.597
H 2.073 -1.047 0.058
H 1.552 -0.869 -1.604